DFT (ωB97M-V with the def2-TZVPD basis set) results for a molecular structure, C23H24BF3NO8S3.

Geometry as ORCA input:
```
! RIJCOSX wB97M-V def2-TZVPD def2/J DEFGRID3
* xyz -1 1
H 2.5725 -1.9437 -3.7043
S -0.7376 -0.2316 -1.1804
C 3.7554 3.6156 2.5118
F -1.6285 1.8410 -0.0810
H 1.2000 -3.6504 -5.0367
H 2.0109 -0.0733 -6.2467
O 0.8241 -1.6441 -2.6266
H -0.0283 0.5693 -4.5950
H 0.9347 4.2813 0.6492
F -2.4995 0.0457 0.8370
C -2.2063 1.0671 4.4716
H -1.5177 -4.5242 1.0154
C -0.1941 0.0809 3.6131
C 1.6950 -1.2773 -3.7241
C -0.5867 -2.8383 -0.1439
C 3.7208 4.7058 3.3681
C -2.8270 -3.0800 -0.0159
C -2.1165 0.6201 -0.3497
H -2.7509 1.9391 4.8338
B -0.4118 -1.9746 -3.2854
H -4.2976 -3.8069 1.2902
O 3.5284 1.0949 0.9945
O -2.5708 -2.0177 -0.8545
N 1.7220 1.6104 2.7651
C 1.6421 -1.1030 -6.2755
C -2.8483 -0.1743 4.3748
H 2.6396 6.4631 3.9833
C 2.6794 5.6385 3.2721
H 4.5238 2.8480 2.5342
C -4.1742 -3.0668 0.4913
H 0.4845 -2.9831 -0.0989
H -0.9786 -0.3906 -5.8019
C -2.1815 -1.2628 3.7969
O -1.2285 -0.9808 -3.8462
F -3.2076 0.7110 -1.1459
O -0.4969 -3.2361 -3.8775
C -1.2077 -1.7805 -0.7972
H -3.8902 -0.2831 4.6978
H 0.9826 -1.2096 -7.1394
S 2.3052 1.7780 1.2545
C 1.6921 5.5268 2.2841
C 0.3390 -2.9500 -5.0608
O 1.6699 -0.8753 2.1483
C -0.3764 -0.4453 -4.8823
O 1.2451 1.8591 0.2661
H 4.4838 4.7750 4.1377
C -1.6218 -3.6419 0.3964
H 2.4956 -1.7771 -6.3826
H 2.0345 -0.2382 -3.5734
H -0.3407 2.1638 4.0979
C 1.6877 4.4342 1.4200
O 2.3022 -0.0671 4.4456
C 2.6896 3.4852 1.6225
C -0.8653 1.2076 4.0819
H 0.8811 6.2463 2.2119
C 0.8578 -1.4348 -5.0388
S 1.5600 0.0904 3.2323
H -2.6986 -2.2075 3.6272
H -4.3727 -2.0797 0.9450
H -0.2811 -1.9554 2.9584
H -4.8635 -3.2134 -0.3567
C -0.8407 -1.1448 3.4249
H -0.3120 -3.1350 -5.9340
*
```

Properties
- frontier orbital gap (eV) = 7.6
- E_LUMO (eV) = 2.2



DFT (ωB97M-V with the def2-TZVPD basis set) results for a molecular structure, C23H24BI2N8OV.

Geometry as ORCA input:
```
! RIJCOSX wB97M-V def2-TZVPD def2/J DEFGRID3
* xyz 2 3
C -0.0550 3.0371 -2.6365
N -0.8067 -1.9833 -1.7078
C 1.9324 -1.6701 1.6476
H -1.5245 0.6320 2.2324
C -0.9968 -1.9867 -3.0475
H -1.8741 -4.5136 0.4567
H 2.5570 -1.9506 -1.6485
H -1.5854 4.5217 -2.8752
C 2.5955 1.6055 -3.0223
B -1.2188 -3.5384 0.2588
I -5.1059 0.3331 1.0900
C 0.2567 1.8121 -2.0812
C 2.7940 -1.5189 2.7202
N 1.4777 -0.6153 0.9613
N 2.1614 3.1495 3.0502
C -2.2513 2.8662 -1.6839
H 1.2560 2.8334 3.3527
C 3.1752 -0.2438 3.1020
C -2.0799 -1.3239 3.1483
H 1.5900 -2.6448 1.3197
H -3.2498 3.2396 -1.5093
N -1.3983 -1.0988 1.0317
C 3.6948 -0.5086 -2.7747
C 1.8263 0.6213 1.3462
H 2.5784 2.6186 -3.3944
V -0.0688 -0.6275 -0.4682
N -1.4795 -3.0483 -1.1974
C -1.3257 3.5681 -2.4355
C -1.7829 -3.0575 -3.4016
N -1.6659 -2.4067 1.2532
H -2.6200 -4.6017 -1.9866
H 3.1581 -2.3948 3.2375
O 4.3110 2.5061 2.6718
H -2.3803 -1.1082 4.1581
C -2.0820 -2.5637 2.5062
C -1.6404 -0.4409 2.1829
H -2.5513 1.0714 -0.5197
H 4.5462 1.1728 -3.8045
H 2.4611 4.0666 3.3465
C 3.6976 0.7929 -3.2520
H -0.0262 -3.7081 0.3899
C 2.6587 0.8557 2.4211
H 3.8711 -0.0911 3.9172
H -2.1161 -3.3399 -4.3840
H 4.5266 -1.1761 -2.9467
C 3.1338 2.2528 2.7485
C -1.8734 1.6554 -1.1335
N -0.6511 1.1435 -1.3287
H -4.7848 1.5388 3.4364
C -4.8815 1.9452 2.4379
N 1.5403 -0.1674 -1.8242
H 0.6660 3.5710 -3.2369
I -3.2167 3.2223 2.1090
H 1.4342 1.4495 0.7606
H -5.7629 2.5689 2.3608
H -2.3487 -3.5453 2.8625
C 2.5982 -0.9473 -2.0555
H -0.5603 -1.2126 -3.6584
C 1.5262 1.0869 -2.3114
C -2.0598 -3.7043 -2.1919
*
```

Properties
- frontier orbital gap (alpha / beta) (eV) = 7.1 / 7.2
- ⟨S²⟩ = 2.01
- E_LUMO (alpha / beta) (eV) = -7.0 / -6.9
- energy relative to the best compared isomer or geometry (same formula, charge and spin) (kcal/mol) = 10.2